C27H17F14N3O2Ru | ωB97M-V/def2-TZVPD

Each line ends with the natural charge from an NBO analysis.
CARTESIAN COORDINATES (ANGSTROEM)
Ru  -0.168  -0.138  -0.379  1.1872
C  4.549  -1.710  4.738  -0.6415
C  3.385  -1.204  3.938  0.0595
C  2.156  -0.925  4.530  -0.2205
C  1.106  -0.481  3.765  -0.1679
C  1.234  -0.275  2.372  0.0821
N  0.150  0.192  1.678  -0.4299
C  -0.749  1.054  2.300  0.1918
C  -0.243  2.041  3.163  -0.2117
C  -1.079  2.873  3.874  -0.2080
C  -2.459  2.739  3.764  0.0193
C  -3.397  3.579  4.585  -0.6394
C  -2.960  1.806  2.858  -0.1366
C  -2.145  0.988  2.090  -0.0838
C  -2.748  0.008  1.068  0.0785
O  -2.081  -0.018  -0.146  -0.7037
C  -2.792  -1.415  1.726  0.9595
F  -3.570  -2.261  1.058  -0.2988
F  -1.565  -1.949  1.785  -0.3155
F  -3.244  -1.340  2.990  -0.3200
C  -4.213  0.378  0.678  0.9782
F  -4.596  -0.294  -0.401  -0.2928
F  -4.296  1.689  0.375  -0.3263
F  -5.102  0.128  1.651  -0.3181
C  2.471  -0.592  1.755  0.0694
C  3.504  -1.042  2.556  -0.2236
C  2.736  -0.510  0.238  0.0690
O  1.744  0.010  -0.577  -0.6884
C  3.962  0.423  -0.017  0.9672
F  5.145  -0.041  0.388  -0.3094
F  4.069  0.725  -1.310  -0.3002
F  3.757  1.591  0.648  -0.3406
C  3.027  -1.979  -0.253  0.9653
F  2.859  -2.064  -1.561  -0.2842
F  4.270  -2.402  0.036  -0.3231
F  2.174  -2.803  0.359  -0.3019
H  4.342  -1.671  5.806  0.2209
H  5.445  -1.124  4.531  0.2305
H  4.768  -2.745  4.465  0.2381
H  2.022  -1.078  5.594  0.2235
H  0.138  -0.324  4.219  0.2290
H  0.831  2.130  3.261  0.2298
H  -0.657  3.626  4.529  0.2213
H  -2.924  3.901  5.511  0.2227
H  -4.303  3.023  4.821  0.2284
H  -3.691  4.473  4.030  0.2341
H  -4.033  1.719  2.783  0.2272
H  4.451  -1.304  2.108  0.2428
N  -3.817  5.320  -0.884  -0.2655
C  -2.803  4.793  -0.770  0.2624
C  -1.517  4.171  -0.588  -0.2031
C  -0.415  4.928  -0.204  -0.0896
C  0.791  4.281  -0.022  -0.2521
C  0.848  2.910  -0.193  0.0814
N  -0.216  2.176  -0.537  -0.5199
C  -1.372  2.802  -0.760  0.1124
H  -0.513  5.996  -0.060  0.2382
H  1.685  4.824  0.251  0.2390
H  1.774  2.368  -0.061  0.2365
H  -2.208  2.193  -1.076  0.2429
F  0.796  -4.058  -1.647  -0.7446
C  -0.341  -1.929  -1.072  0.3222
F  -1.532  -2.394  -1.256  -0.2721
H  0.434  -2.800  -1.321  0.3227

Calculated values
max |F|	2.2	eV/A
HOMO energy (spin up / spin down)	-8.392 / -8.381	eV
total charge	0
⟨S²⟩	6.08
energy	-77463.76887	eV
2S+1	5
energy above the lowest of the compared OMol25 structures with the same formula, charge and spin	56.5	kcal/mol